Here is a 2-piece molecular cluster, C4H10NS2 overall in a non-equilibrium geometry from OMol25. Energies are from ωB97M-V/def2-TZVPD.

The geometry in XYZ format:
```
17
Properties=species:S:1:pos:R:3:forces:R:3:lowdin_charge:R:1
S -0.4129 2.5160 -0.8045 -0.369 2.583 2.246 1.079
S 1.5208 -1.2607 -2.1466 0.866 -1.165 -1.234 0.758
N 0.7760 -1.0607 0.2807 -1.125 1.971 2.956 -0.165
C -1.2325 3.0401 0.5584 1.124 -0.473 -3.097 -0.133
C 0.5000 -1.3027 1.7332 -2.031 -2.934 -3.059 -0.056
C 1.4695 -1.7351 -0.4628 0.292 -2.627 -1.741 -0.611
C -0.9541 0.9236 -1.0559 -3.708 -1.186 1.300 -0.417
H 1.8306 -2.7491 -0.2654 0.437 0.192 0.343 0.094
H 1.9413 -2.4943 -2.6903 -0.391 1.420 0.728 -0.073
H -0.5823 -1.0354 1.7522 0.860 -0.195 0.928 0.084
H -0.3392 0.1982 -0.4918 1.090 -0.422 -1.148 -0.005
H -1.8632 0.7942 -0.3444 0.877 0.304 -1.476 0.090
H -1.3388 0.8273 -2.1023 0.930 -0.444 0.850 0.092
H -1.1355 4.0973 0.8252 0.073 -0.561 0.390 0.065
H -1.9508 2.3101 0.9033 -0.150 0.403 0.709 0.048
H 1.1262 -0.6861 2.2452 1.379 1.856 1.802 0.039
H 0.6450 -2.3829 2.0657 -0.153 1.279 -0.497 0.109
```
Positions in Å, forces in eV/Å.

LUMO energy (alpha / beta) in eV: -6.32 / -6.33
Charge: +1
E in Ha: -1009.15695
Kohn-Sham gap (alpha / beta) in eV: 6.23 / 6.23
ΔE to the lowest compared entry with this formula, charge and spin in kJ/mol: 286.4
HOMO level (alpha / beta) in eV: -12.552 / -12.552

Here is a 2-piece molecular cluster, C4H10NS2 overall in a non-equilibrium geometry from OMol25. Energies are from ωB97M-V/def2-TZVPD.

The geometry in XYZ format:
```
17
Properties=species:S:1:pos:R:3:forces:R:3:lowdin_charge:R:1
S -1.1431 -1.9351 -0.1736 0.096 0.866 -1.070 0.871
S -2.3722 0.9457 0.4655 0.157 0.156 -0.129 0.987
N 0.5724 0.3951 0.3282 -1.388 3.327 -2.632 -0.223
C -1.2672 -0.1601 -0.2376 2.352 -1.891 1.027 -0.999
C 0.6239 0.1663 1.7543 -1.750 0.935 -0.829 -0.074
C 1.7335 -0.2605 -0.3590 -1.784 -0.843 1.024 -0.025
C -1.7964 0.6654 -1.2643 -1.799 0.574 -0.468 -0.357
H -2.5906 0.4650 -1.9603 -0.591 -1.544 0.237 0.095
H -1.3052 1.3639 -1.8433 2.076 1.958 -0.100 0.069
H -0.2559 0.6074 2.2410 0.663 0.272 0.082 0.091
H 0.5513 1.4459 0.0612 0.009 -2.142 0.720 0.185
H 1.3738 -1.3147 -0.5638 0.778 1.077 0.017 0.069
H 1.5825 0.4570 2.1032 0.596 0.107 0.873 0.101
H -0.5174 -1.9906 -1.4185 -0.654 -0.112 1.021 -0.047
H 2.4840 -0.3159 0.4607 0.239 0.137 -1.415 0.108
H 1.8971 0.3150 -1.2724 0.702 -0.412 0.267 0.106
H 0.4296 -0.8497 1.6786 0.298 -2.466 1.373 0.042
```
Positions in Å, forces in eV/Å.

LUMO energy in eV: -4.11
Charge: +1
E in Ha: -1009.17914
Kohn-Sham gap in eV: 9.90
ΔE to the lowest compared entry with this formula, charge and spin in kJ/mol: 228.1
HOMO level in eV: -14.009

Here is a 4-piece molecular cluster, C4H10O overall from OMol25. Energies are from ωB97M-V/def2-TZVPD.

The geometry in XYZ format:
```
15
Properties=species:S:1:pos:R:3:forces:R:3:lowdin_charge:R:1
O 1.6594 0.1677 -0.4873 -0.291 -0.001 -0.092 -0.109
C 0.6937 1.1538 1.4741 -0.019 -0.052 0.041 -0.078
C -1.0232 -0.4388 0.0730 -0.135 -0.128 -0.040 -0.157
C 0.6809 0.7980 0.0010 0.107 0.129 0.037 -0.428
C -1.0223 -1.2378 -1.0541 -0.006 0.084 0.101 -0.113
H -0.9227 -2.3170 -0.9789 0.035 0.178 0.007 0.071
H 0.4688 -1.2715 -1.6615 -0.023 -0.081 -0.050 0.086
H 0.9754 0.2914 2.0836 -0.025 0.097 -0.095 0.084
H -0.8533 -0.9153 1.0358 -0.005 0.112 -0.146 0.084
H -0.2751 1.5419 1.8039 0.136 -0.083 -0.047 0.075
H 0.1767 1.5399 -0.6456 0.074 -0.109 0.075 0.124
H -1.4764 -0.8791 -1.9758 0.097 -0.070 0.130 0.078
H 1.1268 -0.8146 -1.3835 0.016 0.124 0.167 0.118
H -1.6546 0.4442 0.0894 0.134 -0.090 -0.054 0.084
H 1.4459 1.9372 1.6259 -0.095 -0.109 -0.036 0.082
```
Positions in Å, forces in eV/Å.

LUMO energy in eV: 0.67
Charge: 0
E in Ha: -233.49262
Kohn-Sham gap in eV: 9.62
ΔE to the lowest compared entry with this formula, charge and spin in kJ/mol: 399.9
HOMO level in eV: -8.951

Here is one molecule with the formula C4H10O in a non-equilibrium geometry from OMol25. Energies are from ωB97M-V/def2-TZVPD.

The geometry in XYZ format:
```
15
Properties=species:S:1:pos:R:3:forces:R:3:lowdin_charge:R:1
O -0.3387 0.6870 0.8728 0.519 -0.406 2.198 -0.193
C -0.1423 -0.2635 1.9653 0.777 0.837 0.593 -0.089
C -0.9818 -0.6765 -1.0222 -0.676 0.896 0.627 -0.041
C 1.0152 1.1399 -1.0725 -0.766 -0.490 -0.928 -0.027
C 0.1768 0.1135 -0.2928 -1.685 -1.979 -1.347 -0.490
H 1.9868 0.6771 -1.2729 0.077 0.516 0.225 0.069
H -0.7059 -1.6774 -1.3102 0.743 -0.080 -0.971 0.059
H -1.3743 -0.0566 -1.8333 -0.335 -0.518 -0.001 0.068
H -1.7779 -0.9894 -0.2981 0.369 1.091 -0.353 0.083
H -0.5076 0.1671 2.9646 0.415 -0.511 -1.720 0.108
H 0.9686 -0.5694 2.0728 -1.546 0.767 -0.164 0.110
H 1.0377 1.9649 -0.3509 0.545 0.163 -0.678 0.079
H -0.6672 -1.1823 1.7083 -0.286 -0.098 0.295 0.067
H 0.6276 1.4617 -2.1116 0.172 -0.441 1.827 0.100
H 0.6830 -0.7960 -0.0192 1.678 0.253 0.397 0.098
```
Positions in Å, forces in eV/Å.

SMILES: COC(C)C
LUMO energy in eV: 1.10
Charge: 0
E in Ha: -233.58242
Kohn-Sham gap in eV: 10.65
ΔE to the lowest compared entry with this formula, charge and spin in kJ/mol: 164.2
HOMO level in eV: -9.545

Here is a 2-piece molecular cluster, C4H10O overall from OMol25. Energies are from ωB97M-V/def2-TZVPD.

The geometry in XYZ format:
```
15
Properties=species:S:1:pos:R:3:forces:R:3:lowdin_charge:R:1
O -0.5341 -1.0249 2.4781 -0.181 -0.183 0.190 -0.071
C -0.7002 -0.9438 1.0748 -0.025 0.056 -0.441 -0.298
C 0.2784 0.1078 0.5801 -0.013 0.047 -0.015 -0.195
C 1.0245 1.3096 -1.5321 0.294 0.167 -0.031 -0.110
C 0.4779 0.1588 -0.9085 0.029 -0.119 0.039 -0.367
H -0.0071 1.0951 0.9579 0.044 -0.124 -0.073 0.130
H 1.2710 -0.1118 0.9968 -0.104 0.018 -0.057 0.137
H 1.0070 2.2611 -1.0136 -0.012 -0.146 -0.060 0.063
H -0.4859 -1.9101 0.5879 -0.018 0.142 0.105 0.121
H -1.7241 -0.6573 0.8004 0.159 -0.049 0.096 0.104
H 1.4821 1.2379 -2.5104 -0.085 -0.004 0.136 0.057
H 0.6632 -0.7944 -1.3998 -0.048 0.164 0.098 0.125
H -1.1730 0.0272 -1.3166 0.160 0.103 -0.020 0.114
H -0.3551 0.8445 -1.6230 -0.336 -0.173 0.017 0.101
H -1.2246 -1.5997 2.8279 0.136 0.102 0.016 0.087
```
Positions in Å, forces in eV/Å.

LUMO energy in eV: 0.87
Charge: 0
E in Ha: -233.44354
Kohn-Sham gap in eV: 8.12
ΔE to the lowest compared entry with this formula, charge and spin in kJ/mol: 528.8
HOMO level in eV: -7.256

Here is one molecule with the formula C4H10O in a non-equilibrium geometry from OMol25. Energies are from ωB97M-V/def2-TZVPD.

The geometry in XYZ format:
```
15
Properties=species:S:1:pos:R:3:forces:R:3:lowdin_charge:R:1
O -0.3905 1.6975 0.2445 -0.373 0.053 0.109 -0.043
C 0.6529 -0.1812 -0.9066 -0.357 -0.460 0.200 -0.215
C 1.8713 -0.1003 0.0159 -0.107 -0.010 0.144 -0.099
C -0.6458 0.5564 -0.5407 -0.693 -0.840 0.170 -0.418
C -1.6456 -0.4596 0.2473 0.088 0.482 -0.131 -0.053
H 0.1644 -1.1176 -0.7096 1.106 -1.397 -0.621 0.068
H -1.3624 -0.6365 1.3016 0.268 0.425 -0.426 0.079
H -1.7758 -1.4869 -0.1595 0.434 0.783 -0.324 0.075
H 2.5446 -0.9359 -0.2161 -0.138 0.177 0.048 0.070
H 2.4715 0.8184 -0.0252 -0.424 -0.099 -0.180 0.073
H -1.1353 0.8487 -1.4882 -0.065 -0.121 0.353 0.131
H 0.9262 -0.1598 -1.9744 -0.214 0.386 0.435 0.114
H -2.6668 -0.0589 0.2685 0.165 0.205 0.016 0.061
H -1.2600 1.9700 0.5558 0.155 0.365 0.178 0.087
H 1.5338 -0.2272 1.0469 0.154 0.052 0.028 0.071
```
Positions in Å, forces in eV/Å.

SMILES: CC[C@@H](C)O
LUMO energy in eV: 0.95
Charge: 0
E in Ha: -233.60751
Kohn-Sham gap in eV: 10.93
ΔE to the lowest compared entry with this formula, charge and spin in kJ/mol: 98.3
HOMO level in eV: -9.983

E of number 5 (C4H10O)? -233.44354 Ha

The lowest ΔE to the lowest compared entry with this formula, charge and spin belongs to which entry? number 6

Which value of charge does entry 5 give? 0

Repeat the third record exactly.
Here is a 4-piece molecular cluster, C4H10O overall from OMol25. Energies are from ωB97M-V/def2-TZVPD.

The geometry in XYZ format:
```
15
Properties=species:S:1:pos:R:3:forces:R:3:lowdin_charge:R:1
O 1.6594 0.1677 -0.4873 -0.291 -0.001 -0.092 -0.109
C 0.6937 1.1538 1.4741 -0.019 -0.052 0.041 -0.078
C -1.0232 -0.4388 0.0730 -0.135 -0.128 -0.040 -0.157
C 0.6809 0.7980 0.0010 0.107 0.129 0.037 -0.428
C -1.0223 -1.2378 -1.0541 -0.006 0.084 0.101 -0.113
H -0.9227 -2.3170 -0.9789 0.035 0.178 0.007 0.071
H 0.4688 -1.2715 -1.6615 -0.023 -0.081 -0.050 0.086
H 0.9754 0.2914 2.0836 -0.025 0.097 -0.095 0.084
H -0.8533 -0.9153 1.0358 -0.005 0.112 -0.146 0.084
H -0.2751 1.5419 1.8039 0.136 -0.083 -0.047 0.075
H 0.1767 1.5399 -0.6456 0.074 -0.109 0.075 0.124
H -1.4764 -0.8791 -1.9758 0.097 -0.070 0.130 0.078
H 1.1268 -0.8146 -1.3835 0.016 0.124 0.167 0.118
H -1.6546 0.4442 0.0894 0.134 -0.090 -0.054 0.084
H 1.4459 1.9372 1.6259 -0.095 -0.109 -0.036 0.082
```
Positions in Å, forces in eV/Å.

LUMO energy in eV: 0.67
Charge: 0
E in Ha: -233.49262
Kohn-Sham gap in eV: 9.62
ΔE to the lowest compared entry with this formula, charge and spin in kJ/mol: 399.9
HOMO level in eV: -8.951